{
  "formula": "CHF3MgNO3PbS2",
  "method": "ωB97M-V/def2-TZVPD",
  "symbols": ["Mg", "N", "S", "O", "S", "O", "C", "F", "F", "F", "Pb", "O", "H"],
  "positions_angstrom": [[1.97863, 1.92831, 1.95009], [0.09702, 0.38187, 0.28141], [1.57999, 0.06287, -0.29350], [2.64811, 0.56377, 0.72233], [-0.08696, 2.10499, 0.72214], [-3.00719, 1.80637, -0.57078], [1.60324, -1.76361, 0.11941], [0.66022, -2.37957, -0.57657], [1.40001, -1.95318, 1.40744], [2.78403, -2.25214, -0.22241], [-1.93979, 0.14883, -0.28425], [-3.80905, 0.56318, -1.16137], [-3.90825, 0.78832, -2.09393]],
  "forces_ev_per_a": [[-0.6, -0.5, -1.0], [3.6, 0.9, 0.9], [0.8, 0.4, -0.1], [-0.4, 0.1, 0.4], [1.0, 0.5, 0.6], [-2.6, 0.7, -1.6], [0.2, 0.0, 0.0], [-0.3, 0.1, -0.2], [0.0, 0.0, 0.2], [0.0, 0.2, 0.0], [1.0, -5.4, 1.9], [-2.4, 2.7, -0.9], [-0.3, 0.5, -0.2]],
  "gap_ev": 6.219,
  "homo_ev": -12.220,
  "charge": 1
}

{
  "formula": "CHF3N2O",
  "method": "ωB97M-V/def2-TZVPD",
  "symbols": ["C", "N", "N", "O", "F", "F", "F", "H"],
  "positions_angstrom": [[0.25095, -0.55163, 0.23506], [1.08223, 0.38912, -0.08444], [3.26732, 0.01189, 0.47659], [0.42502, -1.64000, 0.70353], [0.88379, 1.69018, -0.30304], [3.83481, 0.83560, -0.37603], [3.41784, -1.22293, -0.04348], [-0.71926, -0.19467, 0.17440]],
  "forces_ev_per_a": [[-0.5, 7.1, -1.6], [4.3, -3.5, 0.9], [-0.3, -0.6, 0.7], [1.8, -4.5, 1.2], [-2.1, 0.6, -0.4], [0.2, 0.0, -0.6], [-0.1, 0.6, -0.1], [-3.3, 0.3, -0.1]],
  "gap_ev": [8.584, 3.449],
  "homo_ev": [-9.990, -8.381],
  "charge": 0
}

{
  "formula": "CHF3N2O",
  "method": "ωB97M-V/def2-TZVPD",
  "symbols": ["O", "N", "N", "C", "F", "F", "F", "H"],
  "positions_angstrom": [[1.60173, -0.29595, 1.47987], [0.78603, 0.06094, 0.66646], [1.09831, 1.04460, -0.00961], [-0.08335, 1.63745, -1.26625], [-0.12373, 0.68050, -2.07065], [-1.20191, 1.81916, -0.66138], [0.47063, 2.80744, -1.65790], [1.99100, 1.50717, 0.31683]],
  "forces_ev_per_a": [[1.0, -0.4, 1.2], [-2.4, -2.9, 0.6], [-0.3, 4.8, -3.7], [4.2, 0.8, 5.1], [-0.1, -0.9, -2.2], [-0.7, 0.4, 0.1], [-0.9, -1.8, -0.2], [-0.9, 0.0, -0.8]],
  "gap_ev": 9.904,
  "homo_ev": -9.225,
  "charge": 0,
  "smiles": "O=NNC(F)(F)F"
}

{
  "formula": "CHF4NO",
  "method": "ωB97M-V/def2-TZVPD",
  "symbols": ["C", "N", "O", "F", "F", "F", "F", "H"],
  "positions_angstrom": [[0.07787, 0.95278, -0.38400], [0.36520, -1.70197, 0.41591], [0.11825, -0.24979, -0.92008], [-1.04083, 1.63999, -0.86884], [1.10887, 1.76561, -0.74545], [-0.75786, -2.37243, 0.36492], [0.25481, -1.04514, 1.51868], [-0.12632, 1.01097, 0.61885]],
  "forces_ev_per_a": [[-1.1, 1.5, -2.4], [0.7, 0.7, -2.1], [0.4, -1.7, 0.4], [0.0, -0.3, -0.4], [0.3, -0.6, 0.2], [-0.7, -0.3, -0.5], [0.1, 1.0, 1.8], [0.4, -0.3, 3.0]],
  "gap_ev": [9.295, 10.591],
  "homo_ev": [-11.932, -12.551],
  "charge": 0
}

{
  "formula": "CHF4NO3STm",
  "method": "ωB97M-V/def2-TZVPD",
  "symbols": ["N", "S", "O", "O", "C", "F", "F", "F", "F", "Tm", "O", "H"],
  "positions_angstrom": [[1.20748, -0.48852, 0.26601], [-0.18119, -0.69632, -0.37863], [-1.00558, 0.53574, -0.59274], [-0.63143, -2.01922, -0.74609], [1.62354, -0.59794, -1.55946], [2.40899, -1.67054, -1.40609], [1.10278, -0.78118, -2.78332], [2.37453, 0.49491, -1.70242], [-2.97935, 2.72990, 2.32516], [-1.62404, 1.61822, 1.36003], [-0.02177, -0.11510, 1.55349], [0.24439, -0.69121, 2.28361]],
  "forces_ev_per_a": [[-1.3, 0.3, -4.7], [4.3, -1.4, 0.0], [-0.8, -0.5, 0.2], [-0.9, 2.4, 0.7], [3.0, -1.1, -1.9], [0.1, 0.2, 0.2], [-1.4, 0.2, 0.2], [-0.4, 0.1, 0.8], [1.2, -1.1, -1.0], [0.8, -1.0, 0.2], [-4.3, 2.0, 5.1], [-0.3, -0.1, 0.2]],
  "spin_multiplicity": 3,
  "gap_ev": [6.908, 6.688],
  "homo_ev": [-13.922, -13.923],
  "charge": 1
}

{
  "formula": "CHF4NOS",
  "method": "ωB97M-V/def2-TZVPD",
  "symbols": ["C", "N", "O", "F", "F", "F", "F", "S", "H"],
  "positions_angstrom": [[0.12057, -1.00383, 0.45106], [-2.07645, 1.80737, -1.37597], [0.95570, 1.74393, 0.31936], [-0.30560, -0.86082, 1.68847], [-0.99786, -1.01345, -0.32552], [0.72201, -2.18788, 0.46359], [2.40236, -0.23051, 1.06001], [1.37237, 0.46487, -0.07254], [-2.19310, 1.28032, -2.20847]],
  "forces_ev_per_a": [[-1.0, 0.4, 0.7], [0.3, 1.0, 1.6], [-1.0, 1.6, 1.3], [-0.2, 1.0, 0.7], [1.3, -0.1, -0.1], [0.2, 0.2, -1.3], [-0.9, 1.0, -0.8], [1.5, -4.0, -0.5], [-0.3, -1.0, -1.6]],
  "gap_ev": [9.612, 9.632],
  "homo_ev": [-11.044, -11.046],
  "charge": 0
}

{
  "formula": "CHFKLi2O",
  "method": "ωB97M-V/def2-TZVPD",
  "symbols": ["C", "O", "Li", "Li", "H", "F", "K"],
  "positions_angstrom": [[1.40196, -1.49107, -0.67546], [1.32782, -0.41680, -1.33764], [-2.37862, 0.89506, -1.09340], [-1.99616, -0.45439, 1.52437], [2.45435, -1.89640, -0.71797], [-1.37936, 1.14726, 1.69175], [0.57001, 2.21634, 0.60835]],
  "forces_ev_per_a": [[-0.9, 1.7, -0.3], [0.0, -0.7, 0.8], [0.1, -0.1, 0.0], [0.6, 0.3, 0.0], [0.3, -0.3, -0.1], [-0.2, -0.4, -0.4], [0.1, -0.6, -0.1]],
  "spin_multiplicity": 2,
  "gap_ev": [4.231, 3.766],
  "homo_ev": [-4.926, -4.684],
  "charge": 0
}

{
  "formula": "CHFN4",
  "method": "ωB97M-V/def2-TZVPD",
  "symbols": ["C", "N", "N", "N", "N", "F", "H"],
  "positions_angstrom": [[0.06832, -1.39526, -1.06592], [-0.78173, -2.18219, -1.16127], [1.77617, 0.26126, -0.45697], [-0.27313, 0.84272, 1.20689], [1.02498, -0.58684, -0.56614], [-0.63705, 2.05564, 0.32712], [-1.17755, 1.00467, 1.71630]],
  "forces_ev_per_a": [[1.1, 1.2, 0.2], [0.1, 0.0, -0.1], [1.2, 1.3, -0.8], [-2.4, 3.5, -1.2], [-1.9, -2.7, 0.4], [1.3, -2.6, 1.5], [0.8, -0.7, 0.2]],
  "gap_ev": [11.749, 6.356],
  "homo_ev": [-12.230, -8.264],
  "charge": 0
}

{
  "formula": "CHFNO5P",
  "method": "ωB97M-V/def2-TZVPD",
  "symbols": ["C", "N", "O", "O", "O", "O", "O", "F", "P", "H"],
  "positions_angstrom": [[0.47192, -0.26244, 0.38235], [-0.53009, -0.95411, 1.03228], [-1.02202, -1.96452, 0.50599], [0.13091, 2.32432, -0.35879], [-1.51684, 0.62347, -1.33950], [-0.96752, -0.50681, 2.11049], [0.91486, 0.67691, -2.15873], [1.30198, 0.35410, 1.23682], [-0.09235, 1.03374, -1.10029], [1.30915, -1.32465, -0.31061]],
  "forces_ev_per_a": [[2.6, -2.2, -2.2], [-0.2, 0.8, 0.0], [-0.4, -2.1, -1.5], [0.0, 0.3, 0.2], [-0.1, 0.0, 0.1], [-0.5, 1.0, 2.7], [0.1, 0.3, -0.2], [-0.1, 0.2, 0.3], [0.5, -0.5, -0.4], [-1.9, 2.3, 1.1]],
  "spin_multiplicity": 3,
  "gap_ev": [4.973, 5.481],
  "homo_ev": [2.178, -0.857],
  "charge": -2
}

{
  "formula": "CHFOS2",
  "method": "ωB97M-V/def2-TZVPD",
  "symbols": ["C", "O", "F", "S", "S", "H"],
  "positions_angstrom": [[-1.14733, -0.18591, -0.21124], [0.43714, -0.33988, 0.89556], [-0.61684, 0.72104, -0.98219], [-2.50157, -0.89313, 0.15998], [1.61522, 0.63840, 0.52547], [2.21338, 0.05948, -0.38758]],
  "forces_ev_per_a": [[3.1, 0.9, 2.0], [-3.1, -1.2, -1.2], [-1.8, -1.0, -0.2], [1.1, 0.6, -0.7], [-1.1, 2.8, 2.8], [1.7, -2.1, -2.8]],
  "gap_ev": [7.621, 7.620],
  "homo_ev": [-8.434, -8.433],
  "charge": 0
}

{
  "formula": "CHHgMgO2",
  "method": "ωB97M-V/def2-TZVPD",
  "symbols": ["H", "O", "C", "O", "Hg", "Mg"],
  "positions_angstrom": [[-0.50229, -0.34664, 0.51315], [0.41304, -0.62535, 0.97534], [1.08393, -0.09177, -0.05800], [2.01642, -0.89785, -0.37484], [2.87422, 0.56796, -1.98244], [2.00281, -2.26396, 1.39406]],
  "forces_ev_per_a": [[1.1, -0.9, 2.4], [-2.7, 0.7, -1.2], [1.3, -0.9, -0.8], [0.7, -0.7, 1.5], [0.4, 0.7, -0.8], [-0.8, 1.1, -1.1]],
  "spin_multiplicity": 2,
  "gap_ev": [6.220, 6.963],
  "homo_ev": [-17.751, -18.432],
  "charge": 2
}

{
  "formula": "CHI2NO",
  "method": "ωB97M-V/def2-TZVPD",
  "symbols": ["C", "N", "O", "I", "I", "H"],
  "positions_angstrom": [[-0.02419, 0.43752, 0.02591], [0.07225, -1.06080, -0.12299], [-0.96503, -1.62907, -0.36803], [1.64755, 0.92363, -1.25821], [0.17857, 0.59057, 2.08910], [-0.90913, 0.73815, -0.36578]],
  "forces_ev_per_a": [[2.9, -2.2, 0.0], [-0.9, -1.4, 0.0], [1.0, 1.3, 0.1], [-0.5, 0.4, 0.5], [0.1, 0.5, 0.4], [-2.7, 1.4, -0.9]],
  "gap_ev": 9.045,
  "homo_ev": -9.712,
  "charge": 0
}

{
  "formula": "CHI2O2S",
  "method": "ωB97M-V/def2-TZVPD",
  "symbols": ["C", "O", "O", "S", "I", "I", "H"],
  "positions_angstrom": [[-0.85379, -0.22622, -0.45837], [2.00308, -0.80157, 1.18934], [1.37563, 1.54475, 1.50443], [1.61424, 0.45618, 0.56672], [-0.38407, -0.65771, -2.53680], [-2.69199, 0.89262, -0.24813], [-1.06310, -1.20803, -0.01719]],
  "forces_ev_per_a": [[1.0, 0.1, 0.4], [-0.2, 0.3, -0.3], [0.0, -0.4, -0.4], [-0.6, -0.1, 0.4], [-0.1, 0.0, 0.2], [0.2, -0.1, -0.1], [-0.2, 0.1, -0.2]],
  "gap_ev": 6.647,
  "homo_ev": -3.670,
  "charge": -1
}

{
  "formula": "CHI2O3P",
  "method": "ωB97M-V/def2-TZVPD",
  "symbols": ["C", "O", "O", "O", "P", "I", "I", "H"],
  "positions_angstrom": [[0.16259, -0.69087, 0.56224], [-2.11425, 1.02885, 0.46649], [-0.73224, 1.81165, 2.46848], [-2.30975, -0.17922, 2.71163], [-1.52860, 0.75994, 1.80746], [2.27262, -1.27685, 1.00288], [-0.76544, -2.42738, -0.48480], [0.13043, 0.04180, -0.30829]],
  "forces_ev_per_a": [[-0.2, 0.0, -2.4], [0.2, 0.0, -0.7], [1.3, 0.4, 0.2], [1.2, 0.1, -0.8], [-2.9, -0.3, 1.3], [1.1, 0.2, 0.7], [-0.6, -0.1, 0.2], [0.0, -0.2, 1.6]],
  "spin_multiplicity": 3,
  "gap_ev": [3.410, 6.312],
  "homo_ev": [1.746, -1.627],
  "charge": -2
}

{
  "formula": "CHINO2P",
  "method": "ωB97M-V/def2-TZVPD",
  "symbols": ["C", "N", "O", "O", "P", "I", "H"],
  "positions_angstrom": [[-0.27870, -0.94768, 0.40292], [0.90587, -0.94455, 0.54409], [2.06430, -1.03795, 0.65830], [0.59094, 1.12611, -1.53756], [-0.69696, 0.77160, -1.06688], [-1.39013, 2.41493, 0.70940], [-1.19532, -1.38247, 0.28972]],
  "forces_ev_per_a": [[4.7, 1.3, 0.5], [-3.6, -1.7, -0.1], [0.7, 0.8, 0.0], [3.4, 0.9, -1.3], [-3.3, -0.1, 0.6], [0.0, -0.1, 0.0], [-1.8, -1.1, 0.2]],
  "gap_ev": 7.890,
  "homo_ev": -9.323,
  "charge": 0
}

{
  "formula": "CHINOS",
  "method": "ωB97M-V/def2-TZVPD",
  "symbols": ["C", "N", "O", "S", "I", "H"],
  "positions_angstrom": [[0.07531, 0.58194, -0.03298], [-0.33124, -0.64602, 0.00820], [-0.45435, 1.68861, -0.10734], [1.92340, 0.21112, -0.06108], [-2.47982, -0.79457, -0.05701], [1.26672, -1.04108, 0.25022]],
  "forces_ev_per_a": [[1.3, 3.3, -0.8], [-0.7, -2.3, 0.7], [0.9, -1.3, 0.3], [0.2, -0.3, 0.4], [-2.9, -0.5, -0.2], [1.3, 1.1, -0.4]],
  "spin_multiplicity": 3,
  "gap_ev": [4.998, 6.172],
  "homo_ev": [-1.570, -4.488],
  "charge": -1
}

{
  "formula": "CHIOS2",
  "method": "ωB97M-V/def2-TZVPD",
  "symbols": ["O", "C", "S", "S", "I", "H"],
  "positions_angstrom": [[-0.01156, 0.57307, -0.63223], [0.98291, -0.02274, -0.27976], [2.26280, -0.97489, -0.78337], [1.49615, -0.74908, 1.18638], [-2.83398, -0.02595, 0.51303], [-1.89631, 1.19959, -0.00405]],
  "forces_ev_per_a": [[2.6, -0.3, -0.1], [-4.0, 1.4, -0.4], [1.4, -0.7, -0.9], [0.5, -0.3, 1.2], [-0.1, 0.3, 0.0], [-0.5, -0.4, 0.2]],
  "gap_ev": 8.374,
  "homo_ev": -9.487,
  "charge": 0,
  "smiles": "O=C1SS1.I"
}

{
  "formula": "CHIS2",
  "method": "ωB97M-V/def2-TZVPD",
  "symbols": ["C", "S", "S", "I", "H"],
  "positions_angstrom": [[-0.03321, 0.44845, 0.78505], [-2.48728, 0.16527, -0.27997], [0.72991, 1.03755, -0.53913], [0.50183, -1.56599, 1.12473], [1.28875, -0.08529, -1.09068]],
  "forces_ev_per_a": [[-0.7, -1.3, 0.2], [0.4, 0.2, 0.3], [0.3, 0.3, -0.9], [-0.3, 0.3, 0.3], [0.2, 0.4, 0.1]],
  "gap_ev": [6.889, 6.734],
  "homo_ev": [-9.249, -9.411],
  "charge": 0
}

{
  "formula": "CHLiNaO2",
  "method": "ωB97M-V/def2-TZVPD",
  "symbols": ["O", "C", "O", "H", "Li", "Na"],
  "positions_angstrom": [[-2.10531, -0.76508, 1.31534], [1.42923, 0.14933, -0.19621], [0.91259, -0.39371, -1.10533], [2.21208, 0.83244, 0.10201], [-0.95772, 0.56587, 0.78366], [-1.49088, -0.38885, -0.89946]],
  "forces_ev_per_a": [[1.7, 1.9, -2.3], [-2.4, -0.2, 1.5], [1.1, 0.4, -0.8], [1.2, 0.1, -0.9], [-0.5, -0.3, 3.0], [-1.2, -1.8, -0.6]],
  "spin_multiplicity": 2,
  "gap_ev": [5.101, 4.347],
  "homo_ev": [-6.278, -5.839],
  "charge": 0
}

{
  "formula": "CHLiNaO2",
  "method": "ωB97M-V/def2-TZVPD",
  "symbols": ["O", "C", "O", "Na", "H", "Li"],
  "positions_angstrom": [[1.41997, 0.92393, -0.31411], [0.38785, 0.61864, 0.05602], [-0.18264, -0.42521, 0.54123], [2.00869, -1.36857, -0.16314], [-1.59503, 0.90332, -0.35556], [-2.03884, -0.65210, 0.23558]],
  "forces_ev_per_a": [[6.0, 0.9, -2.1], [-8.0, -1.8, 2.7], [2.3, -0.7, -0.1], [-0.3, 0.3, 0.1], [-0.8, 0.7, -0.6], [0.8, 0.7, -0.1]],
  "spin_multiplicity": 2,
  "gap_ev": [4.076, 5.957],
  "homo_ev": [-4.662, -6.549],
  "charge": 0
}